Record 1
Entry from the Open Molecules 2025 dataset: the ion C13H22BClFO5 with charge -1 in a non-equilibrium geometry (ωB97M-V/def2-TZVPD).

Properties
* total charge: -1
* E_LUMO: 2.97 eV
* maximum force: 0.112 Eh/bohr
* HOMO level: -4.7 eV
* energy above the lowest of the compared OMol25 structures with the same formula, charge and spin: 4.543 eV

CARTESIAN COORDINATES (ANGSTROEM)
1 C 3.20 2.43 2.01
2 C 2.65 0.94 1.68
3 C 2.67 0.76 0.08
4 Cl 1.42 1.91 -0.67
5 C 2.30 -0.73 -0.42
6 C 3.04 -1.30 -1.72
7 C 3.16 -0.23 -2.92
8 O 2.31 -0.20 -3.84
9 F 4.26 0.69 -2.89
10 C 2.35 -1.98 0.62
11 O 1.11 -2.72 0.38
12 B 0.08 -1.65 0.24
13 C -1.28 -2.11 -0.57
14 C -2.53 -2.47 0.37
15 C -3.75 -1.42 0.32
16 C -3.17 0.08 0.23
17 O -4.17 1.12 0.53
18 C -3.54 2.35 0.11
19 C -4.34 3.49 -0.71
20 O -2.34 2.63 0.39
21 O 0.85 -0.65 -0.56
22 H 3.62 2.94 1.06
23 H 4.01 2.41 2.82
24 H 2.36 3.12 2.40
25 H 3.32 0.14 2.19
26 H 1.59 0.89 2.13
27 H 3.71 1.11 -0.27
28 H 2.52 -2.28 -2.07
29 H 4.13 -1.63 -1.49
30 H 3.33 -2.58 0.43
31 H 2.28 -1.78 1.75
32 H -0.05 -1.24 1.37
33 H -0.99 -3.10 -1.12
34 H -1.50 -1.35 -1.40
35 H -2.22 -2.63 1.46
36 H -2.96 -3.48 -0.01
37 H -4.37 -1.57 1.29
38 H -4.46 -1.69 -0.54
39 H -2.27 0.12 0.95
40 H -2.83 0.25 -0.87
41 H -4.93 4.19 -0.02
42 H -5.04 3.08 -1.50
43 H -3.55 4.14 -1.23

Löwdin atomic charge list, values in e, 8 entries:
1 C -0.1616
2 C -0.2546
3 C -0.5078
4 Cl 0.6098
5 C -0.3942
6 C -0.0190
7 C -0.3051
8 O 0.0736

Record 2
Entry from the Open Molecules 2025 dataset: a structure of composition C13H25Cl3O2RuSi in a non-equilibrium geometry (ωB97M-V/def2-TZVPD).

Properties
* total charge: -2
* E_LUMO (alpha / beta): 5.20 / 5.06 eV
* maximum force: 0.058 Eh/bohr
* HOMO level (alpha / beta): -0.6 / -1.1 eV
* energy above the lowest of the compared OMol25 structures with the same formula, charge and spin: 0.000 eV
* 2S+1: 5

CARTESIAN COORDINATES (ANGSTROEM)
1 C -0.78 0.75 -1.93
2 C -0.89 -0.62 -2.42
3 C 0.41 -1.16 -2.52
4 C -2.14 -1.27 -2.79
5 C 1.36 -0.20 -2.11
6 C 0.66 1.01 -1.77
7 C 1.29 2.35 -1.83
8 C -1.81 1.78 -2.20
9 C 0.73 -2.51 -3.05
10 C 2.83 -0.33 -2.20
11 Ru -0.35 0.35 0.11
12 Cl -2.75 -3.40 -0.38
13 Cl -2.51 -0.01 0.58
14 Cl 0.09 -1.88 0.40
15 H -3.02 -0.64 -2.61
16 H -2.29 -2.16 -2.12
17 H -2.12 -1.65 -3.82
18 H -0.02 -3.23 -2.72
19 H 1.71 -2.86 -2.72
20 H 0.74 -2.51 -4.15
21 H 3.19 -1.24 -1.70
22 H 3.34 0.52 -1.74
23 H 3.17 -0.39 -3.25
24 H 2.29 2.32 -1.37
25 H 0.68 3.08 -1.29
26 H 1.41 2.68 -2.88
27 H -2.79 1.43 -1.85
28 H -1.88 1.96 -3.29
29 H -1.56 2.71 -1.69
30 O -0.39 2.26 0.50
31 H 0.09 2.20 1.34
32 C 1.55 -0.90 4.42
33 Si 0.23 0.16 3.57
34 C -1.37 -0.83 3.81
35 C -0.01 1.82 4.44
36 O 0.68 0.46 2.04
37 H 1.45 -0.99 5.51
38 H 2.56 -0.52 4.20
39 H 1.51 -1.92 4.00
40 H -1.52 -1.02 4.89
41 H -2.25 -0.30 3.43
42 H -1.32 -1.79 3.28
43 H 0.83 2.50 4.29
44 H -0.91 2.35 4.10
45 H -0.11 1.66 5.53

Löwdin atomic charge list, values in e, 8 entries:
1 C -0.4559
2 C -0.2804
3 C -0.3059
4 C -0.1137
5 C -0.2743
6 C -0.3688
7 C -0.0785
8 C -0.0959